[1]
Below is a 5-piece molecular cluster, C23H42N2O12S4 overall, with properties calculated with the ωB97M-V functional and the def2-TZVPD basis.

ORCA input file:
```
! RIJCOSX wB97M-V def2-TZVPD def2/J DEFGRID3
* xyz 0 1
C -7.267 3.902 -1.386
C -7.438 4.366 -2.640
C -7.289 3.518 -3.899
C -5.807 3.320 -4.235
C -5.388 3.456 -5.603
C -4.089 3.292 -5.914
C -3.087 3.002 -4.948
N -1.811 2.900 -5.358
C -0.995 2.621 -4.367
C -1.374 2.432 -3.024
N -2.651 2.567 -2.585
C -3.492 2.858 -3.610
C -4.877 3.019 -3.312
H -7.705 2.975 -1.012
H -6.610 4.489 -0.735
H -7.661 5.434 -2.747
H -7.724 4.109 -4.719
H -7.815 2.557 -3.807
H -6.088 3.670 -6.408
H -3.781 3.401 -6.953
H 0.067 2.526 -4.609
H -0.594 2.205 -2.298
H -5.175 2.881 -2.273
C -1.341 -3.514 1.604
C -0.428 -2.837 0.600
O -1.166 -2.089 -0.379
S -1.766 -0.666 0.034
C -2.163 -0.120 -1.588
O -0.711 0.158 0.554
O -2.984 -0.873 0.754
H -1.849 -2.781 2.231
H -0.768 -4.175 2.255
H -2.111 -4.094 1.095
H 0.301 -2.195 1.101
H 0.134 -3.594 0.055
H -1.245 -0.011 -2.158
H -2.667 0.837 -1.522
H -2.817 -0.860 -2.044
C 4.163 -2.844 -4.718
C 4.809 -1.974 -3.656
O 3.864 -1.084 -3.039
S 2.868 -1.689 -1.943
C 2.287 -0.157 -1.299
O 3.640 -2.354 -0.937
O 1.787 -2.344 -2.616
H 3.463 -3.552 -4.275
H 4.923 -3.411 -5.258
H 3.603 -2.234 -5.427
H 5.309 -2.580 -2.898
H 5.567 -1.341 -4.116
H 3.116 0.365 -0.829
H 1.516 -0.376 -0.562
H 1.867 0.430 -2.112
C 3.170 3.280 3.941
C 3.187 3.898 2.556
O 4.473 3.768 1.921
S 4.862 2.355 1.299
C 6.258 2.897 0.373
O 3.825 1.948 0.396
O 5.311 1.491 2.344
H 3.272 2.197 3.890
H 2.231 3.509 4.446
H 3.999 3.657 4.541
H 2.406 3.473 1.923
H 2.994 4.967 2.632
H 5.923 3.589 -0.396
H 6.712 2.018 -0.080
H 6.962 3.376 1.049
C 0.531 -6.884 6.636
C 1.150 -5.755 7.437
O 1.463 -4.617 6.616
S 0.267 -3.655 6.179
C 1.260 -2.327 5.586
O -0.438 -3.233 7.350
O -0.421 -4.243 5.072
H -0.458 -6.610 6.268
H 0.427 -7.776 7.254
H 1.146 -7.122 5.767
H 0.506 -5.458 8.267
H 2.095 -6.088 7.866
H 1.819 -1.907 6.418
H 0.590 -1.580 5.164
H 1.930 -2.705 4.817
*
```

Calculated values
SMILES = C=CCc1ccc2nccnc2c1.CCOS(C)(=O)=O.CCOS(C)(=O)=O.CCOS(C)(=O)=O.CCOS(C)(=O)=O
LUMO energy = -0.51 eV
HOMO level = -8.8 eV

***

[2]
Below is one molecule with the formula C4H4BClN2O2, with properties calculated with the ωB97M-V functional and the def2-TZVPD basis.

ORCA input file:
```
! RIJCOSX wB97M-V def2-TZVPD def2/J DEFGRID3
* xyz 0 1
B -1.310 0.292 -1.043
C 0.825 0.336 0.644
C 0.794 -1.069 0.986
C -2.424 -0.968 1.580
C -0.138 0.915 -0.117
N -0.146 -1.716 1.561
N -1.296 -1.179 1.574
O -2.627 0.169 -0.811
O -0.992 0.024 -2.400
Cl -0.230 2.714 -0.133
H 1.665 0.891 1.070
H 1.704 -1.624 1.132
H -2.861 0.132 0.144
H -0.056 -0.253 -2.383
*
```

Calculated values
Relative energy (zero: lowest compared OMol25 entry of this formula, charge and spin) = 0.0 kJ/mol
LUMO energy = -0.94 eV
HOMO level = -10.3 eV

***

[3]
Below is C46H61FMoNO8PSeTe as an isolated structure, with properties calculated with the ωB97M-V functional and the def2-TZVPD basis.

ORCA input file:
```
! RIJCOSX wB97M-V def2-TZVPD def2/J DEFGRID3
* xyz 2 1
Mo -0.993 1.332 0.257
C 1.352 -4.278 5.154
C 0.504 -3.101 5.664
C -0.873 -3.631 6.066
C 1.172 -2.477 6.899
C 0.408 -2.050 4.558
C -0.813 -1.654 4.006
C -0.812 -0.748 2.974
Se -2.457 -0.271 2.091
C -2.486 -1.729 0.869
C -3.008 -2.959 1.209
C -2.952 -3.995 0.278
C -2.439 -3.694 -0.981
C -1.939 -2.449 -1.371
C -1.940 -1.482 -0.378
O -1.391 -0.236 -0.586
C -1.418 -2.278 -2.809
C -0.185 -3.176 -2.998
C -1.012 -0.840 -3.148
C -2.527 -2.692 -3.794
C -3.414 -5.418 0.598
C -2.232 -6.378 0.385
C -3.893 -5.547 2.044
C -4.568 -5.804 -0.340
C 0.375 -0.200 2.480
O 0.160 0.664 1.422
C 1.606 -0.515 3.024
C 1.564 -1.460 4.053
C 2.961 0.059 2.594
C 3.676 0.647 3.823
C 3.802 -1.075 1.985
C 2.818 1.175 1.561
H 1.380 -5.066 5.910
H 0.930 -4.699 4.237
H 2.383 -3.979 4.949
H -0.756 -4.372 6.858
H -1.519 -2.838 6.453
H -1.379 -4.123 5.229
H 1.244 -3.222 7.694
H 2.183 -2.125 6.681
H 0.590 -1.632 7.276
H -1.750 -2.058 4.365
H -3.441 -3.108 2.190
H -2.422 -4.485 -1.721
H 0.612 -2.898 -2.301
H -0.422 -4.229 -2.834
H 0.197 -3.074 -4.017
H -0.139 -0.525 -2.573
H -0.746 -0.798 -4.206
H -1.828 -0.133 -2.981
H -2.793 -3.746 -3.703
H -3.432 -2.099 -3.637
H -2.185 -2.529 -4.818
H -1.374 -6.087 0.998
H -2.523 -7.392 0.668
H -1.911 -6.405 -0.660
H -3.101 -5.294 2.757
H -4.764 -4.916 2.246
H -4.187 -6.580 2.235
H -4.266 -5.772 -1.390
H -4.899 -6.823 -0.121
H -5.422 -5.133 -0.210
H 2.511 -1.748 4.493
H 3.929 -0.116 4.562
H 4.610 1.119 3.510
H 3.056 1.401 4.314
H 4.010 -1.864 2.710
H 3.289 -1.528 1.131
H 4.760 -0.679 1.639
H 2.217 2.005 1.941
H 3.812 1.555 1.313
H 2.356 0.818 0.644
C 0.528 5.248 -6.018
C 1.214 3.890 -6.054
C 2.691 4.033 -6.361
C 3.404 2.697 -6.280
C 3.235 2.121 -4.901
C 4.188 1.318 -4.331
C 3.989 0.775 -3.060
F 4.938 -0.014 -2.558
C 2.865 1.015 -2.337
C 1.873 1.840 -2.895
C 0.643 2.057 -2.195
O 0.555 1.526 -0.989
C -0.372 2.731 -2.856
C -0.125 3.253 -4.116
N 1.037 3.162 -4.732
C 2.059 2.394 -4.171
C -1.739 2.871 -2.294
O -2.771 2.986 -3.109
O -1.895 2.206 -1.132
H 0.851 5.817 -6.889
H 0.817 5.805 -5.122
H -0.560 5.189 -6.061
H 0.749 3.259 -6.813
H 3.138 4.741 -5.655
H 2.782 4.463 -7.356
H 4.462 2.799 -6.514
H 2.979 2.007 -7.016
H 5.099 1.082 -4.869
H 2.728 0.571 -1.366
H -0.911 3.790 -4.625
C -3.862 5.850 1.991
C -2.385 6.156 1.959
O -1.601 4.955 2.229
P -1.100 4.016 1.049
O -1.753 2.542 1.481
Te -2.714 4.931 -2.347
O 0.383 3.580 1.564
C 1.466 4.549 1.574
C 2.098 4.670 0.203
H -4.432 6.760 1.798
H -4.150 5.461 2.969
H -4.123 5.111 1.231
H -2.100 6.857 2.737
H -2.081 6.575 0.998
H 2.177 4.181 2.306
H 1.083 5.502 1.934
H 2.474 3.699 -0.129
H 2.934 5.371 0.237
H 1.377 5.035 -0.532
*
```

Calculated values
Relative energy (zero: lowest compared OMol25 entry of this formula, charge and spin) = 276.0 kJ/mol
LUMO energy = -7.31 eV
HOMO level = -12.8 eV

***

[4]
Below is CH4Cl2PS as an isolated structure, with properties calculated with the ωB97M-V functional and the def2-TZVPD basis.

ORCA input file:
```
! RIJCOSX wB97M-V def2-TZVPD def2/J DEFGRID3
* xyz 1 1
C -0.087 -1.176 0.634
P -1.126 -0.550 -0.516
S 1.007 0.986 -1.200
Cl -2.495 0.400 0.707
Cl 2.065 2.468 -0.325
H 0.267 -0.620 1.548
H 0.761 -1.566 0.052
H -0.802 -1.879 1.081
H 0.409 1.939 -1.981
*
```

Calculated values
Relative energy (zero: lowest compared OMol25 entry of this formula, charge and spin) = 264.8 kJ/mol
LUMO energy = -6.99 eV
HOMO level = -14.6 eV

***

[5]
Below is a 2-piece molecular cluster, C3H5NO3 overall, with properties calculated with the ωB97M-V functional and the def2-TZVPD basis.

ORCA input file:
```
! RIJCOSX wB97M-V def2-TZVPD def2/J DEFGRID3
* xyz 0 1
N 1.216 0.447 -1.415
C 0.313 -0.344 -0.724
O 0.620 -1.518 -0.548
O -1.046 0.066 -1.035
H 0.855 1.205 -1.970
H 1.972 -0.040 -1.870
H -1.634 -0.616 -0.661
C -0.972 1.189 1.437
C -0.238 0.199 1.466
O -0.104 -1.023 1.932
H -1.670 1.860 1.862
H 0.689 -1.425 1.526
*
```

Calculated values
Relative energy (zero: lowest compared OMol25 entry of this formula, charge and spin) = 470.7 kJ/mol
SMILES = NC(=O)O.C#CO
LUMO energy = -0.13 eV
HOMO level = -9.3 eV

***

[6]
Below is a 2-piece molecular cluster, C4H8BrN2O overall, with properties calculated with the ωB97M-V functional and the def2-TZVPD basis.

ORCA input file:
```
! RIJCOSX wB97M-V def2-TZVPD def2/J DEFGRID3
* xyz 1 1
C 1.109 2.866 0.678
C -0.498 -0.517 -1.019
C -1.344 -0.470 0.003
C -1.073 -1.065 1.336
N 1.372 2.272 -0.213
N 0.829 -1.091 -1.025
O 1.591 1.544 -1.119
Br -3.069 0.313 -0.211
H 1.229 3.365 1.549
H -0.630 0.040 -1.957
H -0.067 -1.255 1.617
H -1.658 -1.990 1.546
H -1.468 -0.373 1.967
H 1.229 -1.656 -0.161
H 1.466 -0.231 -1.294
H 0.982 -1.750 -1.696
*
```

Calculated values
Relative energy (zero: lowest compared OMol25 entry of this formula, charge and spin) = 273.3 kJ/mol
LUMO energy = -3.44 eV
HOMO level = -13.7 eV

***

Question: Which of these has the lowest LUMO energy?
Answer: C46H61FMoNO8PSeTe

***

Question: Which value of HOMO level does entry 3 give?
Answer: -12.8 eV

***

Question: HOMO level of number 3 (C46H61FMoNO8PSeTe)?
Answer: -12.8 eV

***

Question: What is the formula in the sixth record?
Answer: C4H8BrN2O